{
  "formula": "C3H6N",
  "method": "wB97M-V/def2-TZVPD",
  "elements": ["H", "C", "C", "H", "H", "H", "C", "N", "H", "H"],
  "positions_angstrom": [[-1.093, 0.151, -1.515], [-1.352, -0.396, -0.679], [0.820, 0.025, 0.558], [-2.155, 0.108, -0.276], [-1.594, -1.534, -0.850], [2.068, 1.613, 0.589], [-0.396, -0.401, 0.502], [1.849, 0.669, 0.286], [-0.928, -0.650, 1.382], [2.781, 0.415, 0.003]],
  "lowdin_charge": [0.06, 0.00, 0.03, 0.06, 0.16, 0.17, -0.03, 0.25, 0.13, 0.16],
  "molar_mass_g_mol": 56.09,
  "lumo_energy_ev": -5.2,
  "total_charge": 1,
  "total_energy_ha": -172.31394,
  "smiles": "CC=C=[NH2+]"
}